This record from the OMol25 dataset describes CHO3Yb as an isolated structure. The level of theory is ωB97M-V/def2-TZVPD.

DFT total energy   -38724.1307 eV
LUMO energy (alpha / beta)   0.03 / -0.45 eV
Strongest force on any atom   2.00 eV/Å
2S+1   2
Net charge   0
⟨S²⟩   0.751

Last column: Mulliken charge in e.
Element x y z (Å)
Yb1 1.75 0.37 -0.45  0.556
O1 0.07 -0.95 0.36  -0.753
H1 -0.06 -1.54 1.10  0.257
O2 -1.99 0.39 1.66  -0.392
C1 -1.10 0.60 0.92  0.870
O3 -0.40 1.46 0.43  -0.539